(1)
Density functional theory data (the ωB97M-V functional and the def2-TZVPD basis) for C6H26NO7 as an isolated structure.

Summary:
net charge	-1
energy relative to the best compared isomer or geometry (same formula, charge and spin)	27.54	kcal/mol
HOMO level	-0.1825	Ha
F_max	2.089	eV Å⁻¹
DFT total energy	-22467.9541	eV
2S+1	1

Geometry as XYZ:
```
40
Properties=species:S:1:pos:R:3:forces:R:3
O 0.022768 2.490542 -2.063824 0.23 -0.11 -0.01
O -1.156393 2.205995 0.532132 0.06 0.34 -0.57
O -2.661100 1.027171 3.430512 0.18 0.28 -0.63
O -0.711885 -3.247541 -0.420366 0.01 0.23 0.83
O -1.791821 -1.767870 1.991576 0.50 -0.26 0.01
O 1.991025 -3.305893 -2.064298 1.29 -0.25 -0.59
O -2.856982 0.511390 0.842089 0.16 0.49 -0.70
N 0.035223 -0.029172 -0.653570 -0.78 -0.64 1.01
C -0.865606 -0.276223 -1.783996 0.22 0.32 -0.17
C 1.262176 2.075748 -1.515566 -1.06 -0.61 0.71
C 1.878609 0.905991 1.460265 0.56 0.50 0.33
C 2.427222 0.520645 0.092882 -1.57 -1.20 -0.67
C 2.874559 -0.945743 0.128676 -0.47 0.49 0.70
C 1.275732 0.598951 -0.963349 1.22 0.74 -1.33
H -0.594201 0.342104 -2.639757 0.16 -0.28 -0.14
H 2.408206 0.460314 2.308760 0.40 0.14 -0.20
H 3.196118 1.201651 -0.275687 0.23 -0.06 0.25
H -0.566915 2.474786 -1.281644 -0.15 0.12 0.12
H -0.882816 -1.337530 -2.040828 -0.04 0.01 -0.19
H 1.960636 -1.493670 0.382263 0.17 -0.16 0.24
H -0.779661 2.648588 1.293918 -0.18 -0.05 0.10
H -3.544854 0.665966 0.186667 -0.09 -0.17 0.22
H -0.596017 -2.336223 -0.098123 0.29 0.16 -0.59
H -2.104550 1.357193 0.642798 0.01 -0.04 0.68
H 1.664130 0.021076 -1.810162 0.00 -0.12 -0.08
H -2.195879 1.868229 3.336469 0.02 -0.09 0.38
H 1.878789 1.991089 1.575945 -0.09 0.00 0.16
H 0.870419 0.559677 1.594281 -0.55 -0.12 -0.14
H -2.822751 0.851760 2.457808 -0.35 -0.29 0.42
H 3.217562 -1.391367 -0.797207 0.37 0.32 -0.21
H -1.884335 0.044299 -1.562601 0.02 -0.18 0.33
H 3.586065 -1.019627 0.944960 0.32 -0.57 0.00
H -0.471751 0.435716 0.099654 0.29 0.33 -0.49
H -1.939870 -1.242197 2.786588 -0.05 0.09 -0.06
H 2.020582 2.049101 -2.288019 0.20 0.65 -0.20
H -1.036502 -3.619036 0.412956 -0.09 -0.30 -0.24
H 1.488047 2.768543 -0.701272 0.49 0.07 -0.01
H 1.808469 -3.363991 -1.125077 -0.89 0.18 -0.16
H 1.221313 -3.100709 -2.593895 -0.49 0.03 0.69
H -1.662345 -1.091630 1.304752 -0.55 0.00 0.21
```
Positions in Å, forces in eV/Å.

natural (NBO) atomic charge list, values in e, 6 entries:
1. O -0.768
2. O -1.194
3. O -1.007
4. O -0.971
5. O -0.990
6. O -0.972

---

(2)
Density functional theory data (the ωB97M-V functional and the def2-TZVPD basis) for C34H35IrN3O2P as an isolated structure.

Summary:
net charge	+3
energy relative to the best compared isomer or geometry (same formula, charge and spin)	0.00	kcal/mol
HOMO level (spin up / spin down)	-0.5993 / -0.5993	Ha
F_max	0.277	eV Å⁻¹
DFT total energy	-56493.2621	eV
2S+1	2

Geometry as XYZ:
```
76
Properties=species:S:1:pos:R:3:forces:R:3
Ir 0.078968 0.349419 -0.409350 -0.27 0.05 -0.03
P -2.083857 0.486969 0.151451 0.00 0.02 0.01
O 2.056487 0.674222 -1.363628 0.07 -0.02 -0.03
O 2.728338 -5.059019 1.689409 0.00 0.06 0.00
N 1.305622 0.696164 1.179655 0.15 0.03 -0.04
N 0.607518 -5.118914 2.483465 0.02 -0.05 -0.06
N 0.694083 -1.800920 -0.549966 0.02 0.00 0.00
C -0.731496 4.673091 -0.121123 0.00 0.00 0.00
C -1.417859 0.652695 -2.506540 0.07 -0.01 0.00
C -2.073536 4.597864 0.249076 0.00 0.00 0.00
C 2.997055 1.362833 3.271792 0.00 0.00 -0.01
C 1.635695 -4.411961 -0.838060 -0.05 0.02 0.00
C 1.486149 -4.737914 1.620468 -0.02 -0.04 0.09
C -1.141593 0.112597 -3.782061 0.02 -0.01 0.00
C 2.545032 1.158166 0.931340 0.01 -0.01 0.04
C 1.715324 0.890142 3.523931 0.00 0.00 -0.01
C -4.470031 -0.800716 0.675268 -0.01 0.00 0.00
C -0.554576 2.287142 -0.200609 0.03 -0.01 -0.02
C -3.281155 -0.297455 1.208728 0.01 -0.02 -0.01
C -1.907824 2.243062 0.174260 -0.02 0.00 -0.01
C -1.505384 -1.175073 -4.080573 0.01 0.00 0.00
C 1.455203 -3.601632 -1.944307 0.01 -0.05 -0.02
C -2.691354 3.366352 0.399842 0.00 0.01 0.01
C 0.905961 0.567152 2.459538 -0.02 -0.01 0.00
C -2.368586 -1.493058 -1.847291 0.01 -0.01 -0.01
C -0.833186 -4.815165 2.342449 -0.03 -0.05 0.03
C -1.326677 -3.808623 3.365495 0.02 -0.02 0.05
C -2.124914 -1.980430 -3.104322 0.00 -0.01 0.02
C 0.981814 -2.315819 -1.758849 0.02 0.04 0.04
C -2.051041 -0.146489 -1.535285 0.01 -0.01 0.06
C 2.972583 1.364721 -0.493293 -0.01 -0.01 -0.02
C 1.686225 -5.145338 4.746834 0.00 -0.01 0.01
C 1.069862 -5.964454 3.626658 -0.01 0.01 0.01
C 0.038700 3.533226 -0.347238 0.00 -0.01 0.00
C 0.855670 -2.573973 0.519743 -0.01 0.00 0.03
C 1.295180 -3.891636 0.410535 0.02 0.01 -0.05
C -3.088613 -0.265851 2.592622 -0.01 0.00 0.00
C -4.069104 -0.762370 3.434193 0.00 0.00 0.00
C -5.445886 -1.295879 1.526941 0.01 -0.01 -0.01
C 3.413256 1.487735 1.959730 -0.01 -0.01 0.01
C -5.243485 -1.281945 2.900214 0.01 0.00 0.01
H -4.651903 -0.783368 -0.391864 0.00 0.00 0.00
H 3.979165 0.975060 -0.646478 0.00 0.00 0.00
H 2.033717 -5.827818 5.521525 0.01 0.01 0.00
H -2.426319 -2.988902 -3.357334 0.00 0.00 0.00
H 0.624523 -2.137859 1.484497 0.01 0.01 -0.02
H -1.316040 1.719927 -2.364477 -0.03 0.00 0.01
H -2.840228 -2.120872 -1.102324 -0.01 0.00 -0.01
H 0.828856 -1.654524 -2.601695 0.01 0.00 0.00
H 0.966836 -4.465113 5.199153 -0.01 0.00 -0.01
H -0.706380 0.750178 -4.540574 0.00 0.00 0.00
H 2.117711 1.035685 -2.256872 -0.03 0.04 0.02
H 1.789776 -6.679361 3.222055 -0.01 -0.01 -0.01
H -1.344733 -1.568573 -5.075924 0.00 0.00 0.00
H -2.199582 0.184055 3.018154 0.00 0.00 0.00
H -1.005634 -4.475495 1.322707 0.00 0.02 0.01
H -3.932600 -0.722319 4.506637 0.00 0.00 0.00
H -6.372165 -1.675414 1.117621 0.00 0.00 0.00
H -1.354370 -5.765249 2.460551 0.02 -0.01 -0.04
H -2.380658 -3.607571 3.175416 0.00 0.03 0.01
H 1.341544 0.783607 4.532259 0.00 0.00 0.00
H 1.687272 -3.956396 -2.938586 -0.01 0.00 0.00
H -2.633181 5.507633 0.416520 0.00 0.00 0.00
H 2.012636 -5.422306 -0.934299 0.01 0.01 -0.02
H -1.243211 -4.191911 4.381643 0.00 -0.01 -0.01
H 1.074215 3.651127 -0.642641 0.00 0.00 0.00
H -3.731835 3.291753 0.688535 0.00 0.00 0.00
H -0.100129 0.202791 2.601303 0.00 0.01 0.01
H -6.014068 -1.656875 3.560564 0.00 0.00 0.00
H -0.276707 5.648256 -0.239752 0.00 0.00 0.00
H 2.972368 2.432043 -0.722842 0.01 0.00 0.00
H 3.658109 1.632094 4.084555 0.00 0.00 0.00
H -0.775425 -2.867389 3.311991 -0.02 0.00 -0.04
H 4.404367 1.852788 1.723842 0.00 0.00 -0.01
H 2.549643 -4.577385 4.399382 0.01 0.00 0.01
H 0.199663 -6.527916 3.956709 0.00 0.02 0.02
```
Positions in Å, forces in eV/Å.

Mulliken atomic charge list, values in e, 6 entries:
1. Ir 2.023
2. P 1.368
3. O -0.553
4. O -0.268
5. N 0.130
6. N 0.090

---

(3)
Density functional theory data (the ωB97M-V functional and the def2-TZVPD basis) for C42H43AsN7S2Sn as an isolated structure.

Summary:
net charge	+3
energy relative to the best compared isomer or geometry (same formula, charge and spin)	0.00	kcal/mol
HOMO level (spin up / spin down)	-0.5351 / -0.5351	Ha
F_max	0.600	eV Å⁻¹
DFT total energy	-143000.2581	eV
2S+1	1

Geometry as XYZ:
```
96
Properties=species:S:1:pos:R:3:forces:R:3
Sn -0.741411 2.418543 -0.211638 0.23 -0.06 -0.21
As -0.474709 -1.707722 0.304913 -0.12 0.10 -0.58
S -1.577149 4.922140 -0.046401 0.13 -0.12 -0.07
S 2.553169 2.922276 -1.142762 0.01 0.14 0.00
N 3.286048 2.637610 1.798142 0.04 0.09 -0.10
N 1.555179 2.751861 0.233176 -0.23 0.12 -0.19
N -1.687618 6.356463 -2.272746 -0.02 0.07 0.01
N -0.315924 2.690916 2.079744 -0.29 0.07 0.04
N -1.069165 -0.922445 -1.096601 -0.20 -0.37 0.16
N -3.382395 1.892874 0.224391 -0.10 0.12 0.29
N -0.677139 4.273780 -2.471269 0.10 0.02 0.04
C -1.270329 0.206788 -3.163654 -0.05 -0.02 0.00
C -4.508058 -3.471613 1.862756 -0.04 -0.01 -0.01
C 1.271369 -3.906135 0.948791 0.02 0.03 -0.11
C 1.177658 -2.641437 0.321438 0.06 -0.13 0.23
C 1.994670 2.684522 1.442424 -0.02 -0.02 0.26
C 0.235973 -4.493422 1.873350 0.00 0.01 -0.05
C -1.300022 5.181195 -1.711627 0.07 0.06 0.08
C 1.238060 2.658458 3.872352 0.02 0.01 0.08
C 2.281937 -2.059226 -0.335658 0.01 -0.01 0.07
C 3.473860 -4.156715 -0.059558 0.06 -0.07 -0.01
C -2.657188 -3.517589 0.281222 -0.06 0.03 0.02
C 5.629727 2.210825 1.375145 0.04 -0.02 0.01
C -2.075602 -2.473180 1.015442 0.04 0.23 0.11
C -2.665948 -1.915392 2.146034 -0.01 -0.08 0.07
C 0.301466 -1.635423 -2.997331 -0.04 0.00 -0.02
C -0.998952 0.311868 -4.511864 0.06 -0.01 -0.03
C 4.691116 -4.992636 -0.324513 -0.04 0.04 0.00
C 4.364954 2.464620 0.881156 -0.05 -0.03 0.06
C -4.529251 1.929632 0.267361 -0.31 -0.03 -0.06
C -3.890801 -2.435440 2.551273 0.03 0.02 0.05
C 5.197444 2.303241 -1.362970 0.01 -0.02 0.01
C 0.541849 -1.544557 -4.353910 0.00 0.04 0.02
C 6.688538 2.012238 0.497908 0.01 -0.01 -0.01
C -5.992298 1.975123 0.310330 0.25 -0.04 0.00
C 4.147612 2.519633 -0.487414 0.02 -0.06 0.01
C 6.473616 2.054125 -0.868831 -0.03 0.02 0.00
C 2.325324 -0.622407 -0.783539 0.02 -0.03 -0.02
C -2.051168 -0.788290 2.931953 -0.02 -0.02 -0.03
C -1.442421 6.667029 -3.563724 -0.04 0.03 0.04
C -0.418471 4.563039 -3.737475 0.00 -0.07 0.01
C 0.951386 2.663773 2.522159 0.09 0.00 -0.19
C -5.827279 -4.028649 2.315546 0.06 -0.02 0.01
C -0.615831 -0.763559 -2.380732 0.16 0.01 0.04
C -0.095171 -0.564390 -5.109677 -0.01 0.03 0.01
C -3.871453 -4.000863 0.739769 0.01 -0.04 0.00
C -1.108392 2.781867 4.325311 0.02 0.02 -0.01
C -2.041298 -4.108289 -0.959313 -0.05 0.04 0.00
C -0.781546 5.767612 -4.346156 0.02 -0.02 -0.01
C 3.401286 -2.847183 -0.531012 0.04 0.06 -0.01
C 0.192360 2.707460 4.787337 0.00 -0.01 0.01
C -1.319682 2.769268 2.957163 0.04 -0.04 0.02
C 2.417029 -4.646769 0.701681 0.03 0.01 0.04
H -1.945649 2.855745 5.004379 0.00 -0.01 0.00
H 7.677961 1.824691 0.890589 0.00 0.01 0.00
H 0.091699 -0.501545 -6.173491 0.01 0.00 0.00
H 5.594499 -4.473098 -0.003099 0.00 0.00 0.01
H 2.230460 -0.527492 -1.866662 0.01 0.00 0.01
H -0.297655 -3.738074 2.445398 0.00 0.01 0.02
H -6.369482 2.494647 -0.568364 0.02 0.01 -0.02
H -5.697748 -5.037951 2.709760 0.01 0.00 0.00
H -2.372683 -3.566092 -1.847864 0.02 0.02 0.00
H -4.338089 -4.820896 0.205157 -0.01 0.01 0.00
H -0.949297 -4.091132 -0.944552 0.02 -0.01 0.01
H 0.773646 -2.415504 -2.413103 0.00 0.00 -0.02
H 2.252923 2.634688 4.241860 0.00 -0.01 0.00
H -0.502436 -5.089676 1.334297 -0.02 0.01 -0.02
H -6.389128 0.961792 0.325412 0.01 -0.01 0.00
H 7.294171 1.902889 -1.555986 0.00 0.00 0.00
H 0.108819 3.799193 -4.298277 -0.02 0.00 -0.01
H 2.498472 -5.634130 1.140789 0.00 0.01 0.01
H -0.987652 -0.653641 2.710058 0.01 -0.01 0.01
H 3.528737 2.611751 2.773520 -0.01 -0.01 -0.01
H 0.401700 2.699322 5.848655 0.00 0.03 0.00
H 4.255902 -2.422101 -1.046592 0.00 0.00 0.01
H 4.792512 -5.181308 -1.394692 -0.01 0.00 0.00
H 0.729264 -5.153833 2.583993 0.00 -0.02 -0.02
H 1.544360 -0.012837 -0.324100 -0.01 0.00 0.00
H -2.347613 -5.146270 -1.076426 0.00 0.00 0.00
H -4.366996 -2.027073 3.435684 -0.01 -0.01 -0.01
H -2.559087 0.152372 2.706758 0.01 0.01 -0.02
H -2.318843 2.828187 2.542643 0.00 -0.06 -0.02
H 5.026890 2.346613 -2.431891 0.00 -0.01 0.00
H -6.526620 -4.096934 1.482402 0.00 0.01 0.00
H 4.641669 -5.950756 0.186891 0.00 0.00 0.01
H 5.798155 2.178503 2.445531 -0.01 -0.02 0.00
H -0.551628 5.982906 -5.377887 -0.01 -0.01 0.00
H -2.153460 7.032202 -1.676113 -0.02 -0.02 -0.02
H -1.519138 1.043069 -5.116643 -0.01 -0.01 0.00
H -2.032650 0.817674 -2.696141 0.02 0.00 0.02
H -6.315839 2.503318 1.205252 0.01 0.01 0.01
H -6.273372 -3.418660 3.098176 0.00 0.00 0.00
H -1.793040 7.630805 -3.906659 0.02 0.01 0.02
H -2.141690 -0.969338 4.002714 -0.01 0.00 0.00
H 3.286253 -0.185079 -0.508746 0.00 -0.01 0.01
H 1.216778 -2.242407 -4.830485 0.00 0.00 0.00
```
Positions in Å, forces in eV/Å.

natural (NBO) atomic charge list, values in e, 6 entries:
1. Sn 1.331
2. As 1.563
3. S -0.217
4. S 0.495
5. N -0.549
6. N -0.819

---

(4)
Density functional theory data (the ωB97M-V functional and the def2-TZVPD basis) for a single C22H28N2O3 molecule.

Summary:
SMILES	CCCC(=O)C1=C(NCCc2c(C)[nH]c3ccc(OC)cc23)CCCC1=O
net charge	0
energy relative to the best compared isomer or geometry (same formula, charge and spin)	35.67	kcal/mol
HOMO level	-0.2805	Ha
F_max	0.639	eV Å⁻¹
DFT total energy	-32392.1034	eV
2S+1	1

Geometry as XYZ:
```
55
Properties=species:S:1:pos:R:3:forces:R:3
O -4.354052 -1.331961 0.496966 -0.06 -0.02 0.08
O 2.484961 -3.319763 -0.733055 0.16 0.04 0.31
O -0.777824 -1.331957 -1.563620 0.09 -0.06 0.01
N 3.158565 1.663507 1.416037 0.09 0.28 0.24
N -0.727196 1.193267 -1.190202 0.11 -0.42 -0.04
C -2.400347 -0.209572 -0.265840 0.10 -0.06 -0.18
C -4.136026 0.928679 1.166664 -0.30 -0.10 -0.08
C 2.142452 1.669073 -0.576857 0.09 0.25 0.02
C -1.874529 1.058783 -0.542512 0.13 0.03 0.01
C 1.782410 -3.463378 -1.946843 -0.17 -0.01 -0.19
C 3.288707 -2.002236 1.018367 -0.02 -0.05 -0.06
C 1.431482 2.125802 -1.810588 -0.18 0.15 0.39
C -1.700995 -1.396056 -0.743982 -0.21 -0.31 -0.09
C -2.070111 -2.748106 -0.190704 -0.09 -0.26 0.01
C 2.443189 0.316229 -0.228325 0.32 -0.01 0.56
C 2.545170 3.934530 0.625781 -0.04 -0.15 0.05
C -3.665584 -0.328328 0.451175 -0.23 0.43 0.23
C -0.252913 -2.639232 1.576898 -0.24 -0.05 0.05
C -0.048078 2.414866 -1.531404 0.08 0.45 -0.29
C -2.558988 2.328382 -0.116419 -0.20 0.08 -0.07
C -4.024290 2.120240 0.232579 0.17 -0.01 0.16
C 3.083307 0.353005 1.028990 -0.23 -0.37 -0.42
C 3.513537 -0.807691 1.658719 -0.01 -0.05 -0.02
C 2.234345 -0.905768 -0.871361 0.08 -0.27 -0.03
C -1.735085 -2.860197 1.301638 0.13 0.05 -0.06
C 2.649795 -2.059023 -0.235303 0.02 0.05 -0.06
C 2.594290 2.456970 0.450341 -0.07 0.06 -0.22
H 0.056552 -1.640358 1.273956 0.12 0.11 -0.02
H -2.467586 3.068413 -0.914576 0.11 0.00 0.06
H 1.893069 3.037607 -2.196804 -0.05 -0.05 -0.11
H 1.749946 -0.937263 -1.832356 -0.09 -0.08 -0.11
H -1.502153 -3.497574 -0.746985 0.04 0.10 -0.04
H -2.027374 2.717430 0.759602 0.05 0.04 -0.05
H -0.121046 3.131077 -0.707344 0.01 -0.02 -0.11
H -4.429835 3.020462 0.698999 0.01 -0.02 -0.08
H -2.327643 -2.136390 1.862467 -0.06 -0.09 0.04
H -0.319412 0.302312 -1.507566 -0.22 0.18 0.08
H -3.509317 1.083695 2.049291 0.03 0.02 0.06
H 3.595003 -2.935095 1.463809 0.04 -0.12 0.07
H -2.023782 -3.856862 1.641670 -0.09 0.04 0.03
H -3.136235 -2.922145 -0.330784 0.12 -0.02 -0.05
H 1.775044 4.216323 1.346045 -0.03 0.09 0.01
H 1.507124 1.357297 -2.580570 0.03 0.04 -0.14
H 0.350327 -3.358652 1.028836 0.15 -0.06 -0.08
H 1.659099 -4.535769 -2.091768 0.01 0.06 -0.04
H 3.500417 4.306671 0.994634 0.04 0.10 -0.02
H 4.005370 -0.774856 2.619494 0.05 -0.04 0.11
H -0.040696 -2.754588 2.637789 0.09 0.02 0.09
H 2.352253 -3.050246 -2.786360 0.00 0.00 0.01
H -4.597576 1.922944 -0.675887 -0.03 0.04 -0.01
H -5.163602 0.770268 1.495894 0.08 -0.07 0.00
H 3.578184 1.999135 2.265885 -0.04 -0.02 -0.09
H 0.802423 -2.980085 -1.901861 0.07 -0.03 -0.01
H -0.509186 2.864286 -2.422883 0.02 0.04 0.12
H 2.324459 4.421901 -0.319759 0.00 0.08 -0.05
```
Positions in Å, forces in eV/Å.

natural (NBO) atomic charge list, values in e, 6 entries:
1. O -0.591
2. O -0.504
3. O -0.649
4. N -0.520
5. N -0.559
6. C -0.453